[1]
This record from the OMol25 dataset describes C23H51IrN2O2P2SSi as an isolated structure. The level of theory is ωB97M-V/def2-TZVPD.

Results
⟨S²⟩: 6.05
Spin multiplicity: 5
Largest force on an atom: 0.59 eV Å⁻¹
HOMO energy (alpha / beta): -12.0871 / -14.4547 eV
Charge: +2
Calculated total energy: -2641.17065 a.u.
Energy relative to the best compared isomer or geometry (same formula, charge and spin): 22.0 kcal per mole
Kohn-Sham gap (alpha / beta): 0.262 / 0.235 Ha

Geometry as XYZ:
```
83
Properties=species:S:1:pos:R:3:mulliken_spin:R:1
Ir 0.592 0.693 0.185 2.3480
C -0.701 4.100 1.783 0.0007
C -1.259 2.788 2.233 0.0175
C -2.346 2.730 3.135 0.1844
C -2.806 1.516 3.597 -0.0508
C -2.179 0.345 3.186 0.2013
C -1.109 0.457 2.294 -0.0450
N -0.684 1.674 1.827 0.1295
N -0.391 -0.546 1.739 0.5851
Si -0.089 -2.156 2.551 -0.0156
C -1.566 -3.243 2.354 0.0250
C 0.219 -1.726 4.325 0.0183
C 1.393 -2.896 1.716 0.0025
H -0.159 4.571 2.607 0.0011
H -1.496 4.786 1.491 -0.0030
H -0.012 3.963 0.951 0.0001
H -2.803 3.654 3.464 0.0002
H -3.644 1.475 4.280 0.0030
H -2.515 -0.625 3.521 0.0146
H -2.466 -2.842 2.822 0.0022
H -1.347 -4.199 2.840 -0.0010
H -1.792 -3.455 1.307 -0.0043
H -0.713 -1.734 4.894 -0.0003
H 0.677 -0.743 4.446 0.0033
H 0.887 -2.464 4.775 0.0001
H 1.120 -3.779 1.136 0.0019
H 2.125 -3.221 2.458 -0.0009
H 1.879 -2.179 1.048 -0.0066
C 3.444 -0.104 2.868 0.0293
P 2.771 0.942 1.543 0.2432
C 2.878 2.620 2.235 0.0141
C 4.096 0.912 0.287 -0.0128
C 3.683 1.698 -0.959 0.0285
P 2.150 1.019 -1.682 0.0844
C 1.634 2.254 -2.894 0.0190
C 2.759 -0.355 -2.696 0.0087
H 4.402 0.298 3.204 0.0086
H 3.597 -1.118 2.498 -0.0001
H 2.763 -0.143 3.716 -0.0047
H 3.893 2.819 2.585 0.0036
H 2.191 2.714 3.077 0.0022
H 2.608 3.369 1.491 -0.0047
H 4.283 -0.137 0.038 -0.0021
H 5.020 1.305 0.718 0.0006
H 4.467 1.669 -1.719 0.0034
H 3.509 2.751 -0.724 0.0011
H 2.489 2.510 -3.523 0.0056
H 1.266 3.149 -2.396 -0.0035
H 0.842 1.841 -3.516 -0.0019
H 3.490 0.038 -3.405 -0.0005
H 1.933 -0.804 -3.245 0.0011
H 3.245 -1.108 -2.075 0.0004
C -3.315 2.607 -0.899 0.0007
C -1.949 2.965 -1.434 0.0039
O -1.025 1.860 -1.352 0.0050
H -3.954 3.491 -0.879 0.0000
H -3.243 2.216 0.119 0.0009
H -3.800 1.858 -1.522 0.0002
H -1.501 3.773 -0.860 0.0037
H -1.996 3.297 -2.473 0.0028
H -1.097 1.261 -2.116 -0.0117
C 0.250 -3.188 -4.274 0.0000
C -0.075 -3.695 -2.874 0.0073
C 0.372 -2.773 -1.742 0.0082
S -0.503 -1.227 -1.508 0.1019
O -0.519 -0.421 -2.780 0.0122
C -2.186 -1.823 -1.214 0.0111
C -3.051 -1.850 -2.482 0.0081
C -3.794 -0.548 -2.740 0.0001
H -0.079 -3.909 -5.020 0.0003
H 1.328 -3.061 -4.400 0.0002
H -0.231 -2.233 -4.487 0.0006
H 0.440 -4.644 -2.700 0.0002
H -1.137 -3.921 -2.778 0.0008
H 1.418 -2.481 -1.847 -0.0005
H 0.271 -3.255 -0.766 -0.0028
H -2.609 -1.157 -0.458 0.0115
H -2.070 -2.809 -0.764 -0.0001
H -3.766 -2.666 -2.358 0.0010
H -2.441 -2.100 -3.349 -0.0009
H -4.386 -0.254 -1.871 -0.0001
H -4.478 -0.657 -3.581 0.0001
H -3.102 0.259 -2.983 0.0004
```

[2]
This record from the OMol25 dataset describes C23H51N5O6Rb2 as an isolated structure at a distorted geometry. The level of theory is ωB97M-V/def2-TZVPD.

Results
Largest force on an atom: 5.55 eV Å⁻¹
HOMO energy: -12.4612 eV
Charge: +2
Calculated total energy: -1679.79015 a.u.
Kohn-Sham gap: 0.238 Ha

Geometry as XYZ:
```
87
Properties=species:S:1:pos:R:3:mulliken_charge:R:1
Rb -2.821 -3.250 -4.326 0.9893
Rb 0.327 -0.279 -4.241 1.0077
C 3.760 2.319 -1.363 -1.5069
C 3.003 2.424 -0.051 -0.1380
N 1.546 2.940 -0.141 0.6114
C 0.640 1.907 -0.925 -0.9205
C 0.985 3.127 1.328 -0.4101
C 1.201 1.866 2.292 -1.0732
C 1.434 4.247 -0.978 -0.7986
C 2.419 5.445 -0.609 -0.8520
O 2.056 6.210 0.547 -0.3283
C 2.933 7.352 0.795 -0.7528
H 3.406 1.440 -1.900 0.3255
H 4.822 2.232 -1.130 0.4535
H 3.844 3.221 -1.969 0.3544
H 3.543 3.042 0.666 0.5664
H 2.942 1.459 0.453 -0.0077
H -0.308 2.339 -1.247 0.4554
H 0.441 0.979 -0.389 0.2121
H 1.159 1.628 -1.843 0.1043
H -0.097 3.249 1.278 0.4222
H 1.378 4.054 1.745 0.3968
H 2.216 1.549 2.531 0.3380
H 0.699 0.969 1.931 0.1509
H 0.678 1.987 3.241 0.5030
H 0.389 4.557 -0.975 0.5228
H 1.728 4.050 -2.009 0.5045
H 2.456 6.042 -1.520 0.5176
H 3.443 5.109 -0.445 0.3436
H 3.996 7.119 0.735 0.3224
H 2.718 7.810 1.761 0.2631
H 2.713 8.104 0.037 0.3214
C -0.925 -2.770 -0.280 0.1699
C -0.691 -1.767 -1.422 0.8276
O 0.452 -1.332 -1.534 -0.7634
O -1.623 -1.513 -2.281 -0.9398
H -1.182 -2.369 0.701 -0.7073
H -0.107 -3.489 -0.255 0.3489
H -1.852 -3.250 -0.593 0.0603
C -4.568 3.343 -3.121 0.1767
O -5.496 2.509 -2.993 -0.5788
N -3.321 3.061 -3.579 0.1733
C -2.260 4.027 -3.871 -0.7165
C -2.950 1.627 -3.730 -0.9177
H -4.675 4.433 -3.009 0.2789
H -1.945 3.899 -4.906 0.3383
H -1.404 3.941 -3.202 0.0771
H -2.753 5.000 -3.870 0.3434
H -2.494 1.638 -4.720 0.2782
H -2.366 1.238 -2.896 0.3460
H -3.844 1.002 -3.726 0.2449
C -4.090 -0.776 4.171 0.2188
O -5.205 -1.263 4.431 -0.5838
N -3.136 -1.515 3.506 0.1667
C -1.812 -1.002 3.133 -0.5486
C -3.345 -2.874 3.032 -0.9092
H -3.755 0.249 4.390 0.2852
H -1.544 -1.162 2.088 -0.1825
H -1.027 -1.465 3.730 0.3971
H -1.771 0.085 3.202 0.2621
H -3.122 -3.049 1.979 0.1820
H -2.596 -3.492 3.527 0.3917
H -4.324 -3.284 3.275 0.3507
C 2.991 -1.717 0.767 0.5181
O 3.868 -1.033 0.224 -0.7041
N 2.978 -1.919 2.088 0.0966
C 1.844 -2.434 2.837 -0.8285
C 4.025 -1.267 2.927 -0.9846
H 2.048 -2.131 0.377 0.0340
H 1.163 -3.096 2.301 0.2451
H 1.304 -1.558 3.197 0.2963
H 2.143 -3.051 3.685 0.2966
H 4.744 -0.754 2.289 0.3293
H 3.580 -0.574 3.640 0.3117
H 4.576 -1.881 3.640 0.3449
C -0.434 -8.142 -1.179 -1.2151
C -1.003 -6.844 -1.745 -0.2846
C -2.165 -6.171 -1.029 -0.4056
C -1.872 -5.858 0.387 0.1552
N -1.721 -5.628 1.464 -0.3713
H -1.218 -8.760 -0.742 0.3198
H 0.339 -8.035 -0.417 0.3305
H 0.073 -8.588 -2.035 0.3772
H -1.360 -7.199 -2.712 0.2957
H -0.215 -6.098 -1.850 0.2681
H -2.967 -6.903 -1.122 0.4033
H -2.640 -5.282 -1.444 0.2031
```

[3]
This record from the OMol25 dataset describes a 6-piece molecular cluster, C23H51N9O9P overall at a distorted geometry. The level of theory is ωB97M-V/def2-TZVPD.

Results
Largest force on an atom: 7.96 eV Å⁻¹
HOMO energy: -10.5411 eV
Charge: +1
Calculated total energy: -2417.71666 a.u.
Kohn-Sham gap: 0.201 Ha

Geometry as XYZ:
```
93
Properties=species:S:1:pos:R:3:mulliken_charge:R:1
C 2.157 -0.257 -0.417 -1.1844
N 0.963 0.672 -0.428 0.5834
C 1.319 2.087 -0.827 -0.7218
C 0.198 0.669 0.877 -0.0414
O 0.916 0.473 2.001 -0.6330
C -1.414 0.943 0.985 -0.4073
C -2.344 0.058 -0.033 0.2994
P -4.000 1.081 -0.002 0.0961
N -4.116 2.165 -1.414 -0.5544
O -5.310 -0.062 -0.138 -0.5306
C -1.989 -0.019 -1.631 -0.3486
C -1.565 -1.622 -1.792 -0.3107
C -2.469 -2.270 -0.575 0.1188
O -2.794 -3.733 -0.570 -0.1419
N -4.141 -3.740 -0.776 0.1691
O -4.398 -3.188 -1.853 -0.1756
N -2.844 -1.310 0.373 0.1634
H 3.076 0.138 0.215 0.5172
H 1.787 -1.319 -0.041 0.3246
H 2.459 -0.421 -1.560 0.2588
H 2.485 2.297 -0.871 0.2480
H 0.942 2.218 -1.951 0.1876
H 0.752 2.920 -0.187 0.2632
H -1.772 0.846 2.119 0.1759
H -1.601 2.088 0.706 0.4889
H -4.845 1.827 -2.091 0.2291
H -4.478 3.102 -1.082 0.3113
H -6.188 0.424 -0.065 0.3511
H -1.098 0.595 -2.075 -0.0201
H -2.848 0.081 -2.429 0.3365
H -0.425 -1.766 -1.543 0.1913
H -1.708 -2.034 -2.888 0.3618
H -3.431 -1.441 1.227 0.3496
C 1.572 3.578 -4.409 0.0936
O 0.658 3.774 -3.618 -0.6152
N 1.442 2.996 -5.653 0.1829
C 2.575 2.799 -6.532 -0.9155
C 0.131 2.569 -6.095 -0.9548
H 2.610 3.865 -4.173 0.3256
H 2.397 3.341 -7.465 0.3280
H 2.678 1.730 -6.742 0.3416
H 3.498 3.165 -6.075 0.2948
H -0.540 3.434 -6.108 0.2969
H -0.260 1.831 -5.388 0.2049
H 0.184 2.129 -7.094 0.4455
C 5.240 -1.016 1.116 0.2018
O 5.039 0.073 0.595 -0.6974
N 6.117 -1.257 2.153 0.1692
C 6.298 -2.578 2.717 -0.7474
C 6.882 -0.154 2.696 -0.9897
H 4.710 -1.923 0.780 0.2541
H 6.041 -2.548 3.779 0.2112
H 7.345 -2.872 2.600 0.3521
H 5.661 -3.312 2.214 0.2912
H 6.192 0.607 3.072 0.2956
H 7.490 0.284 1.899 0.3240
H 7.530 -0.496 3.507 0.3879
C 4.575 -3.229 6.083 0.0731
O 5.632 -2.637 5.902 -0.6316
N 3.334 -2.637 6.184 0.1670
C 2.128 -3.409 6.399 -0.8509
C 3.231 -1.197 6.072 -0.7763
H 4.540 -4.326 6.182 0.2855
H 1.443 -3.236 5.564 0.2527
H 1.661 -3.082 7.332 0.3623
H 2.351 -4.478 6.464 0.3000
H 3.621 -0.887 5.097 0.2379
H 3.837 -0.734 6.857 0.3211
H 2.191 -0.875 6.172 0.2169
C -1.267 -2.022 6.436 0.2544
O -1.112 -2.786 7.380 -0.6047
N -2.367 -1.991 5.605 0.1740
C -2.475 -1.053 4.507 -1.0470
C -3.449 -2.925 5.836 -0.9869
H -0.505 -1.271 6.171 0.1617
H -3.362 -0.431 4.659 0.3514
H -2.575 -1.613 3.572 0.4195
H -1.592 -0.411 4.448 0.2887
H -3.844 -2.769 6.845 0.3119
H -3.060 -3.945 5.764 0.3199
H -4.247 -2.781 5.103 0.3626
C -3.320 2.254 -7.696 0.0459
O -3.147 1.074 -7.972 -0.5977
N -4.193 2.733 -6.742 0.1447
C -4.340 4.148 -6.475 -0.9442
C -4.988 1.791 -5.982 -0.9564
H -2.766 3.054 -8.214 0.3561
H -4.086 4.339 -5.428 0.3198
H -5.379 4.437 -6.660 0.3705
H -3.683 4.741 -7.117 0.3150
H -4.319 1.110 -5.447 0.2573
H -5.605 1.208 -6.673 0.3158
H -5.629 2.315 -5.268 0.3741
```

Number 3 is which compound? C23H51N9O9P

Which value of largest force on an atom does entry 2 give? 5.55 eV Å⁻¹